--- P ---
# CH5O2P2

A 2-piece molecular cluster, CH5O2P2 overall (ωB97M-V/def2-TZVPD, the Open Molecules 2025 dataset).

Output
Net charge = -1
Gap between HOMO and LUMO = 7.41 eV

Each line ends with the Mulliken charge.
Element x y z (Å)
C 2.03 -0.53 -0.63  -0.514
O -1.69 -0.59 -0.11  -0.661
O -1.49 2.21 0.05  -0.692
P 1.03 -1.79 -0.26  -0.210
P -0.55 -0.60 0.83  -0.020
H 1.73 0.55 -0.56  0.224
H 2.73 -0.68 -1.44  0.261
H -1.92 1.35 -0.28  0.398
H -1.27 1.93 0.89  0.283
H -0.60 -1.85 1.50  -0.069

---

--- Q ---
# CH5O2P2

An isolated ion of composition CH5O2P2 and charge -1 (ωB97M-V/def2-TZVPD, the Open Molecules 2025 dataset).

Output
Net charge = -1
Gap between HOMO and LUMO = 7.79 eV

Each line ends with the Mulliken charge.
Element x y z (Å)
C -1.26 -0.49 0.04  -0.847
P -0.02 0.85 0.21  0.357
O -0.56 2.14 -0.34  -0.745
P 1.86 -0.70 -0.07  0.099
O 3.23 -0.08 0.07  -0.617
H -0.74 -1.26 -0.75  0.193
H -2.22 -0.17 -0.39  0.323
H -1.71 -0.88 0.98  0.266
H -0.17 1.12 1.72  0.008
H 1.59 -0.51 -1.47  -0.037

---

Tell me which of them is the least stable. Sure, it is P.

---

--- P ---
# C3H2F4

One molecule with the formula C3H2F4 (ωB97M-V/def2-TZVPD, the Open Molecules 2025 dataset).

Output
Gap between HOMO and LUMO = 9.14 eV

Each line ends with the Mulliken charge.
Element x y z (Å)
F 2.78 -0.02 0.16  -0.192
C 1.55 -0.41 0.37  -0.138
C 0.27 0.49 -0.22  0.215
F 0.46 1.72 -0.60  -0.215
C -1.23 0.03 -0.13  0.343
F -2.04 0.75 0.74  -0.244
F -1.37 -1.30 0.15  -0.239
H 1.41 -1.45 0.64  0.337
H -1.83 0.19 -1.10  0.131

---

--- Q ---
# C3H2F4

A 2-piece molecular cluster, C3H2F4 overall (ωB97M-V/def2-TZVPD, the Open Molecules 2025 dataset).

Output
Gap between HOMO and LUMO = 10.17 eV

Each line ends with the Mulliken charge.
Element x y z (Å)
C -0.94 1.30 -1.35  -0.749
C -0.88 1.77 -0.16  0.428
C -0.48 -1.69 -1.25  0.221
F 0.12 2.74 0.22  -0.234
F -1.69 1.51 0.85  -0.191
F -0.62 -1.88 0.12  -0.148
F 0.76 -1.99 -1.44  -0.087
H -0.57 1.78 -2.30  0.251
H -1.57 0.62 -1.75  0.508

---

--- R ---
# C3H2F4

A 2-piece molecular cluster, C3H2F4 overall (ωB97M-V/def2-TZVPD, the Open Molecules 2025 dataset).

Output
Gap between HOMO and LUMO (spin up / spin down) = 9.49 / 9.41 eV

Each line ends with the Mulliken charge.
Element x y z (Å)
C -1.34 0.27 -0.74  -0.484
C -0.88 0.68 0.41  0.134
C 1.38 -0.58 0.42  0.475
F -1.28 1.50 1.37  -0.163
F 1.69 -0.30 -0.85  -0.159
F 1.11 -1.90 0.57  -0.174
F 2.29 -0.09 1.26  -0.172
H -2.20 0.82 -1.16  0.261
H -0.78 -0.39 -1.27  0.282

---

Tell me which of them is the least stable. Sure, it is R.

---

--- P ---
# C2H2N2O2S

One molecule with the formula C2H2N2O2S (ωB97M-V/def2-TZVPD, the Open Molecules 2025 dataset).

Output
Multiplicity = 3
Gap between HOMO and LUMO (spin up / spin down) = 5.57 / 5.97 eV

Each line ends with the Mulliken charge.
Element x y z (Å)
C -0.28 -0.98 0.00  -0.092
C 1.45 -0.54 -0.10  0.096
N -0.26 1.29 -0.14  -0.143
N -0.95 0.10 -0.06  0.637
O -2.19 0.25 -0.04  -0.792
O 2.40 -1.26 -0.01  -0.474
S 1.37 1.23 0.08  0.132
H -0.55 -2.01 0.33  0.368
H -1.00 1.94 -0.04  0.268

---

--- Q ---
# C2H2N2O2S

One molecule with the formula C2H2N2O2S (ωB97M-V/def2-TZVPD, the Open Molecules 2025 dataset).

Output
Multiplicity = 3
Gap between HOMO and LUMO (spin up / spin down) = 6.61 / 6.79 eV

Each line ends with the Mulliken charge.
Element x y z (Å)
C -0.97 1.05 0.08  -0.425
C 0.02 0.05 0.09  0.280
N -0.81 -1.07 -0.04  -0.163
N 1.42 0.01 -0.03  0.837
O 2.08 1.04 -0.11  -0.629
O 1.85 -1.13 -0.18  -0.650
S -2.21 -0.14 -0.07  0.016
H -0.88 2.11 -0.15  0.417
H -0.48 -1.91 0.42  0.317

---

Tell me which of them is the least stable. Sure, it is P.

---

--- P ---
# CH2Cl2N2

A 2-piece molecular cluster, CH2Cl2N2 overall (ωB97M-V/def2-TZVPD, the Open Molecules 2025 dataset).

Output
Gap between HOMO and LUMO = 10.22 eV

Each line ends with the Mulliken charge.
Element x y z (Å)
N -0.92 0.76 0.50  -0.513
C -0.14 0.79 -0.43  0.572
N 0.71 1.25 -1.17  -0.304
Cl 1.94 0.20 -1.80  -0.042
H -1.79 0.34 0.43  0.296
Cl 0.42 -2.12 0.84  -0.292
H -0.22 -1.21 1.63  0.283

---

--- Q ---
# CH2Cl2N2

A 2-piece molecular cluster, CH2Cl2N2 overall (ωB97M-V/def2-TZVPD, the Open Molecules 2025 dataset).

Output
Gap between HOMO and LUMO (spin up / spin down) = 7.63 / 8.70 eV

Each line ends with the Mulliken charge.
Element x y z (Å)
C 0.34 0.44 -1.17  0.102
N -0.45 1.04 -1.90  -0.301
N 0.15 -1.32 0.41  -0.338
Cl -0.03 2.46 -2.87  -0.082
Cl 1.21 -2.34 -0.38  -0.017
H -0.73 -1.89 0.27  0.276
H 1.28 0.58 -0.77  0.359

---

Tell me which of them is the least stable. Sure, it is Q.

---

--- P ---
# C5H7NS2

One molecule with the formula C5H7NS2 (ωB97M-V/def2-TZVPD, the Open Molecules 2025 dataset).

Output
Gap between HOMO and LUMO = 8.79 eV

Each line ends with the Mulliken charge.
Element x y z (Å)
C -2.60 -0.32 -0.45  -0.896
C -1.68 0.64 -0.36  0.205
N -0.35 0.39 -0.02  0.143
C 0.36 -0.84 0.30  -0.661
C 1.61 0.05 0.51  0.048
S 3.02 -0.18 -0.59  -0.215
C 0.72 1.22 0.09  -0.215
S 0.91 2.82 -0.12  -0.347
H -3.60 -0.07 -0.68  0.282
H -2.35 -1.37 -0.27  0.232
H -1.87 1.70 -0.58  0.275
H 0.42 -1.52 -0.56  0.324
H -0.04 -1.32 1.18  0.342
H 1.93 0.12 1.54  0.348
H 3.52 -1.30 0.02  0.137

---

--- Q ---
# C5H7NS2

One molecule with the formula C5H7NS2 (ωB97M-V/def2-TZVPD, the Open Molecules 2025 dataset).

Output
Gap between HOMO and LUMO = 7.97 eV

Each line ends with the Mulliken charge.
Element x y z (Å)
S 2.39 -1.73 0.00  -0.209
C 1.10 -1.12 0.72  -0.529
C 0.00 -0.32 0.04  1.173
C -0.99 -1.32 -0.49  -0.565
S -2.51 -1.55 0.03  -0.208
C -0.50 0.88 0.88  -0.644
N 0.37 1.75 0.06  -0.478
C 0.50 0.73 -0.99  -0.601
H 0.88 -1.32 1.76  0.281
H -0.60 -1.95 -1.30  0.322
H -0.25 0.84 1.95  0.317
H -1.56 1.04 0.75  0.316
H -0.08 2.62 -0.23  0.233
H -0.24 0.86 -1.82  0.300
H 1.50 0.60 -1.38  0.292

---

Tell me which of them is the least stable. Sure, it is Q.

---

--- P ---
# C4H13N3

An isolated ion of composition C4H13N3 and charge +2 (ωB97M-V/def2-TZVPD, the Open Molecules 2025 dataset).

Output
Net charge = +2
Gap between HOMO and LUMO = 10.54 eV

Each line ends with the Mulliken charge.
Element x y z (Å)
C -0.98 1.61 -0.63  -0.916
C 0.03 1.03 -1.53  0.263
N 0.18 -0.27 -1.74  -0.061
C -0.50 -1.40 -0.97  -0.693
N 0.20 -1.47 0.25  -0.039
N -0.05 -0.22 1.08  -0.465
C 1.00 0.14 1.99  -0.895
H -1.51 2.43 -1.20  0.416
H -0.39 2.18 0.13  0.302
H -1.66 1.00 -0.09  0.267
H 0.76 1.70 -2.05  0.425
H 0.96 -0.52 -2.29  0.266
H -1.46 -1.07 -0.69  0.475
H -0.37 -2.23 -1.61  0.408
H -0.03 -2.35 0.73  0.345
H 1.20 -1.30 0.34  0.392
H -1.00 -0.51 1.50  0.403
H 1.69 0.76 1.41  0.416
H 0.39 0.91 2.57  0.365
H 1.51 -0.64 2.64  0.324

---

--- Q ---
# C4H13N3

An isolated ion of composition C4H13N3 and charge +2 (ωB97M-V/def2-TZVPD, the Open Molecules 2025 dataset).

Output
Net charge = +2
Gap between HOMO and LUMO = 10.65 eV

Each line ends with the Mulliken charge.
Element x y z (Å)
C -0.70 -1.27 -1.79  -1.085
C 0.74 -1.39 -1.20  -0.585
C 1.18 -0.17 -0.30  -0.552
N 0.17 0.46 0.55  0.191
N -0.45 -0.48 1.33  -0.406
C 0.16 1.81 0.68  0.390
N -0.60 2.48 1.51  -0.277
H -1.45 -1.36 -0.95  0.277
H -0.94 -0.43 -2.33  0.364
H -0.92 -2.00 -2.60  0.338
H 1.38 -1.46 -2.05  0.387
H 0.77 -2.31 -0.68  0.417
H 2.14 -0.51 0.29  0.285
H 1.49 0.73 -0.86  0.299
H -1.36 -0.28 1.82  0.397
H 0.11 -0.70 2.16  0.406
H -0.65 -1.38 0.83  0.292
H 0.87 2.41 0.06  0.315
H -0.56 3.54 1.44  0.323
H -1.39 2.30 2.08  0.225

---

Tell me which of them is the least stable. Sure, it is P.

---

--- P ---
# C6H8ClN

A 2-piece molecular cluster, C6H8ClN overall (ωB97M-V/def2-TZVPD, the Open Molecules 2025 dataset).

Output
Gap between HOMO and LUMO = 10.49 eV

Each line ends with the Mulliken charge.
Element x y z (Å)
C -1.37 0.00 1.03  -1.126
C -0.46 1.16 0.88  0.298
C 0.87 1.21 0.67  -0.428
C 1.58 2.40 0.43  0.078
N 2.24 3.26 0.15  -0.403
H -1.98 -0.18 0.19  0.277
H -0.74 -0.83 1.27  0.323
H -2.11 0.15 1.93  0.325
H -1.03 2.11 0.63  0.246
H 1.57 0.39 0.79  0.414
C 0.95 -1.32 -1.25  -0.696
C -0.24 -1.84 -1.60  -0.242
Cl -1.13 -3.13 -0.83  -0.158
H 1.45 -1.72 -0.43  0.369
H 1.28 -0.43 -1.68  0.340
H -0.89 -1.25 -2.16  0.384

---

--- Q ---
# C6H8ClN

C6H8ClN as an isolated structure (ωB97M-V/def2-TZVPD, the Open Molecules 2025 dataset).

Output
Gap between HOMO and LUMO = 10.27 eV

Each line ends with the Mulliken charge.
Element x y z (Å)
C 0.49 1.92 0.04  -0.895
C -0.17 -0.13 -0.95  -0.215
C -1.30 -1.14 -0.68  -0.509
C -1.20 -1.20 0.65  -0.453
C -0.11 -0.29 1.00  -0.229
C 0.85 -0.98 0.00  0.030
H 1.51 1.66 -0.20  0.312
H 0.41 2.60 0.89  0.338
H 0.16 2.70 -0.74  0.301
H -0.05 0.25 -2.03  0.405
H -1.85 -1.75 -1.50  0.294
H -1.54 -1.86 1.55  0.269
H 0.19 0.04 2.00  0.536
H 0.63 -2.06 -0.08  0.363
N -0.56 0.92 0.09  -0.337
Cl 2.57 -0.69 -0.03  -0.210

---

--- R ---
# C6H8ClN

One molecule with the formula C6H8ClN (ωB97M-V/def2-TZVPD, the Open Molecules 2025 dataset).

Output
Gap between HOMO and LUMO = 9.75 eV

Each line ends with the Mulliken charge.
Element x y z (Å)
C 2.72 -1.45 -0.14  0.319
C 1.54 -1.20 -0.21  -0.861
C 0.11 -0.77 -0.24  0.155
C -0.84 -1.69 0.06  -0.450
Cl -2.55 -1.46 0.10  -0.133
C -0.14 0.71 -0.32  0.334
C -0.22 1.28 1.11  -1.233
N -1.37 1.07 -0.99  -0.694
H 3.79 -1.69 -0.09  0.408
H -0.53 -2.74 0.19  0.397
H 0.78 1.19 -0.73  0.304
H -0.32 2.39 1.16  0.310
H -1.00 0.83 1.68  0.269
H 0.72 1.04 1.61  0.369
H -1.19 2.00 -1.41  0.262
H -1.49 0.48 -1.77  0.245

---

Tell me which of them is the least stable. Sure, it is Q.

---

--- P ---
# CH11O5

A 5-piece molecular cluster, CH11O5 overall (ωB97M-V/def2-TZVPD, the Open Molecules 2025 dataset).

Output
Net charge = -1
Gap between HOMO and LUMO = 7.97 eV

Each line ends with the Mulliken charge.
Element x y z (Å)
C -0.08 -0.94 -0.01  -0.610
O -0.32 0.34 -0.54  -0.985
H -0.94 -1.60 -0.18  0.236
H 0.83 -1.34 -0.50  0.247
H 0.23 -0.87 1.04  0.159
H 0.97 1.07 -1.02  0.411
H 2.43 0.92 -1.60  0.237
O 1.72 1.54 -1.56  -0.721
H -1.04 0.10 -2.14  0.426
H -2.02 -0.92 -2.74  0.262
O -1.73 -0.02 -2.83  -0.687
H 2.33 -0.18 2.70  0.341
H 2.72 0.81 3.73  0.308
O 2.38 -0.08 3.64  -0.649
H -1.73 0.44 0.35  0.459
H -3.29 0.17 0.65  0.254
O -2.49 0.56 1.00  -0.687

---

--- Q ---
# CH11O5

A 5-piece molecular cluster, CH11O5 overall (ωB97M-V/def2-TZVPD, the Open Molecules 2025 dataset).

Output
Net charge = -1
Gap between HOMO and LUMO = 8.63 eV

Each line ends with the Mulliken charge.
Element x y z (Å)
C 0.70 0.60 -1.99  -0.682
O 0.32 -0.46 -1.11  -0.946
H 0.79 1.73 -1.72  0.208
H 0.05 0.49 -2.91  0.256
H 1.72 0.36 -2.26  0.239
H 1.68 0.78 0.84  0.357
H 2.74 0.25 1.61  0.277
O 2.42 1.08 1.41  -0.653
H -0.82 -2.71 -0.71  0.297
H -1.03 -1.37 -1.34  0.396
O -1.56 -2.26 -1.25  -0.746
H -0.80 1.20 3.33  0.294
H -1.00 0.03 2.23  0.438
O -0.78 0.16 3.15  -0.706
H -0.75 0.10 -0.13  0.477
H -2.17 -0.32 0.28  0.318
O -1.52 0.33 0.57  -0.823

---

Tell me which of them is the least stable. Sure, it is Q.